[1]
A molecular structure, C26H23N6O4RhS, computed with ωB97M-V/def2-TZVPD.

XYZ file:
```
61
Properties=species:S:1:pos:R:3:forces:R:3
Rh 0.6796 0.9237 -0.4534 0.0 0.3 -0.6
O -1.2867 0.5034 -0.6640 0.0 0.0 0.2
C -2.1418 1.4705 -0.7836 0.0 0.0 -0.1
C -3.4887 1.2136 -0.4246 0.0 0.0 0.0
C -4.4705 2.1592 -0.5592 0.0 0.0 0.0
C -4.1883 3.4340 -1.0763 0.0 0.0 0.0
C -2.8997 3.7109 -1.4431 0.0 0.0 0.0
C -1.8577 2.7691 -1.3049 0.0 0.0 0.0
C -0.5606 3.1962 -1.7444 -0.1 0.0 -0.1
N 0.5393 2.5590 -1.5884 0.0 0.1 0.0
C 1.8221 3.1343 -2.0110 0.0 0.0 0.0
C 2.9495 2.1741 -1.6003 -0.1 0.0 0.0
N 2.5441 1.6153 -0.3214 0.4 -0.2 0.0
C 3.1524 1.8829 0.7745 -0.1 0.1 0.1
C 2.5263 1.7706 2.0598 0.0 -0.1 -0.1
C 3.3159 1.7100 3.2230 0.0 0.0 0.0
C 2.7425 1.7446 4.4658 0.1 0.0 0.0
C 1.3491 1.8804 4.5628 -0.1 0.0 0.0
C 0.5589 1.9714 3.4453 0.0 0.0 0.1
C 1.1171 1.9087 2.1543 -0.1 0.1 -0.1
O 0.3210 2.0694 1.1188 -0.1 -0.1 0.3
H -3.7112 0.2362 -0.0168 0.0 0.0 0.0
H -5.4820 1.9165 -0.2561 0.0 0.0 0.0
H -4.9678 4.1754 -1.1806 0.0 0.0 0.0
H -2.6537 4.6865 -1.8495 0.0 0.0 0.0
H -0.5235 4.1599 -2.2573 0.0 0.0 0.0
H 1.9612 4.0964 -1.5118 0.0 0.0 0.0
H 1.8411 3.2994 -3.0906 0.0 0.0 0.0
H 3.8993 2.7086 -1.5294 0.0 0.0 0.0
H 3.0444 1.3676 -2.3275 0.0 0.0 0.0
H 4.1564 2.3087 0.7197 0.0 0.0 0.0
H 4.3922 1.6283 3.1188 0.0 0.0 0.0
H 3.3505 1.6727 5.3568 0.0 0.0 0.0
H 0.8837 1.9040 5.5406 0.0 0.0 0.0
H -0.5166 2.0515 3.5174 0.0 0.0 0.0
N -3.3957 -5.5899 -0.5028 0.0 0.0 0.0
C -2.4688 -4.7081 0.0446 0.0 0.0 0.0
C -2.7289 -3.3341 0.0653 0.0 0.0 0.0
C -1.7929 -2.4538 0.5706 0.0 0.0 0.0
C -0.5833 -2.9406 1.0515 -0.1 0.0 0.0
C -0.3031 -4.2965 1.0231 0.0 0.0 0.0
C -1.2458 -5.1783 0.5266 0.0 0.0 0.0
S 0.5862 -1.7880 1.6804 0.0 -0.1 0.0
O 1.6994 -2.5199 2.2105 0.0 0.0 0.0
O -0.1063 -0.8433 2.5049 0.0 0.1 0.1
N 1.0387 -0.9373 0.3540 0.2 -0.3 -0.1
C 1.3226 -1.5314 -0.8228 0.0 0.0 0.1
N 1.2036 -0.6021 -1.8184 0.0 0.1 0.3
C 1.4249 -0.9753 -3.0661 -0.1 0.0 -0.1
C 1.7641 -2.2827 -3.3625 0.0 0.0 0.0
C 1.8603 -3.1576 -2.2851 0.0 0.0 0.1
N 1.6552 -2.8064 -1.0219 0.0 0.0 -0.1
H -4.3481 -5.2630 -0.5101 0.0 0.0 0.0
H -3.3193 -6.5440 -0.1902 0.0 0.0 0.0
H -3.6710 -2.9624 -0.3213 0.0 0.0 0.0
H -1.9728 -1.3859 0.5748 0.0 0.0 0.0
H 0.6521 -4.6457 1.3903 0.0 0.0 0.0
H -1.0356 -6.2413 0.5038 0.0 0.0 0.0
H 1.3109 -0.2211 -3.8371 0.0 0.0 0.0
H 1.9407 -2.6047 -4.3768 0.0 0.0 0.0
H 2.1151 -4.1996 -2.4485 0.0 0.0 0.0
```
Forces are in eV/Å.

Calculated values
multiplicity	1


[2]
4 unconnected molecules or ions with the total composition C16H24O8, computed with ωB97M-V/def2-TZVPD.

XYZ file:
```
48
Properties=species:S:1:pos:R:3:forces:R:3
O 1.9237 -1.8468 -4.6379 -0.5 -0.2 0.2
C 2.9197 -1.2456 -4.3839 0.4 0.1 -0.9
O 3.5290 -1.3048 -3.1898 0.0 -0.6 0.6
C 4.7141 -0.5310 -3.1423 0.5 1.9 -0.1
C 4.6359 0.4296 -4.3623 0.0 -0.7 -0.1
C 3.7723 -0.4216 -5.3085 0.5 0.7 -0.3
H 5.6511 -1.0854 -3.1268 -0.3 -0.6 -0.1
H 4.6673 0.0709 -2.2358 0.1 -0.2 0.2
H 5.5907 0.6778 -4.8208 0.2 -0.2 0.2
H 4.2137 1.3757 -4.0286 -0.5 -0.1 -0.3
H 4.4106 -1.1270 -5.8507 0.1 -0.1 0.2
H 3.2586 0.1051 -6.1089 -0.4 0.1 0.3
O -1.5838 -0.5073 0.3321 0.0 0.1 -0.7
C -0.8896 -1.2333 -0.3278 0.1 -0.6 1.1
O 0.4461 -1.2261 -0.1823 0.5 0.4 0.1
C 1.0718 -2.3543 -0.8022 -1.6 -0.7 -1.5
C 0.0029 -2.8574 -1.8273 0.1 -0.4 -0.3
C -1.2987 -2.4015 -1.2081 0.3 1.5 -0.2
H 1.1963 -3.1469 -0.0688 0.7 0.3 0.2
H 1.9138 -2.0160 -1.3930 0.6 -0.2 0.7
H -0.0508 -3.9291 -2.0298 0.5 -0.1 0.5
H 0.2199 -2.4515 -2.8165 -0.3 0.5 0.2
H -1.7179 -3.1173 -0.5018 -0.4 -0.1 -0.4
H -1.9874 -1.9630 -1.9307 -0.4 -0.7 0.2
O -2.3800 0.8735 5.2387 -0.4 -0.6 -0.4
C -2.9072 0.2201 4.3769 0.2 0.1 1.4
O -3.5142 0.7792 3.3382 -0.1 1.0 -1.1
C -3.9101 -0.1454 2.2952 0.2 0.3 0.9
C -3.5642 -1.5218 2.8759 1.2 -0.4 0.0
C -3.1284 -1.2721 4.3373 -0.8 0.0 -0.4
H -3.3359 0.1058 1.4058 -0.2 -0.2 0.1
H -4.9648 0.0628 2.1332 -0.1 -0.4 -0.1
H -2.6271 -1.8944 2.4518 -0.3 0.1 -0.7
H -4.3251 -2.2769 2.6962 -0.1 0.0 0.3
H -2.2198 -1.7913 4.6259 -0.1 -0.1 0.1
H -3.9401 -1.4924 5.0337 0.2 0.0 0.2
O -0.2061 2.3549 4.3405 0.3 0.3 -0.1
C -0.3862 2.9040 3.2955 -0.1 -1.1 0.2
O -0.5247 4.2435 3.1940 0.3 0.5 0.0
C -0.5978 4.6777 1.8409 0.3 0.1 -0.5
C -0.4689 3.4006 0.9925 0.0 0.3 -1.9
C -0.5623 2.2213 1.9342 0.4 0.9 0.4
H 0.2498 5.3142 1.5667 0.1 0.1 0.6
H -1.4695 5.3248 1.7325 -0.3 -0.5 -0.1
H 0.4893 3.4250 0.4590 0.4 -0.1 0.7
H -1.0672 3.3701 0.0729 -0.8 0.0 0.7
H 0.2587 1.5366 1.7479 -0.2 -0.3 0.2
H -1.5077 1.6871 1.9673 0.0 0.0 -0.2
```
Forces are in eV/Å.

Calculated values
SMILES	O=C1CCCO1.O=C1CCCO1.O=C1CCCO1.O=C1CCCO1
multiplicity	1


[3]
A single C15H19F3N2O5S molecule, computed with ωB97M-V/def2-TZVPD.

XYZ file:
```
45
Properties=species:S:1:pos:R:3:forces:R:3
C 4.1046 0.6417 -1.6342 0.2 -0.2 0.1
H 3.4124 1.3703 -1.2205 -0.1 0.1 0.0
H 4.7242 1.1351 -2.3788 0.0 0.1 -0.1
H 3.5290 -0.1374 -2.1291 -0.1 0.0 -0.1
C 4.9722 0.0604 -0.5219 -0.2 0.1 0.1
C 5.7607 1.1664 0.1728 0.0 -0.3 -0.1
H 6.3928 0.7582 0.9580 0.1 0.0 0.1
H 5.0782 1.8871 0.6160 -0.1 0.1 0.1
H 6.3935 1.6855 -0.5422 0.1 0.1 0.0
H 5.6769 -0.6596 -0.9564 0.0 0.0 0.0
C 4.1064 -0.6708 0.5113 0.3 0.2 -0.1
N 3.4034 -1.7984 -0.0639 0.3 0.0 0.0
C 2.0689 -1.8507 -0.1622 -0.1 -0.6 -0.3
O 1.3107 -1.0039 0.2645 -0.1 0.2 0.1
C 1.5272 -3.1087 -0.8715 0.0 0.1 0.3
H 1.7897 -4.0053 -0.2978 0.0 0.1 -0.1
H 1.9044 -3.1815 -1.8927 0.0 0.0 0.1
O 0.1259 -2.9613 -0.9589 0.0 -0.1 -0.3
C -0.5440 -3.1564 0.1923 0.0 -0.2 0.4
O -0.1395 -3.8465 1.0924 -0.1 0.1 -0.2
C -1.7979 -2.3648 0.2469 -0.1 0.3 0.0
C -1.8658 -1.1765 -0.4743 0.1 -0.3 -0.1
C -2.9025 -0.3042 -0.2314 0.1 0.4 -0.3
C -3.9105 -0.6039 0.6641 -0.1 0.0 0.1
C -3.8739 -1.8165 1.3376 0.0 0.1 -0.1
C -2.8057 -2.6792 1.1548 0.2 0.0 -0.2
H -2.7305 -3.5969 1.7185 0.0 -0.1 0.1
H -4.6600 -2.0712 2.0316 -0.1 0.0 0.0
H -4.6979 0.1157 0.8215 -0.1 0.0 0.1
S -2.7812 1.3188 -0.9550 0.5 0.4 0.5
O -2.1285 1.2459 -2.2303 0.1 -0.4 0.1
O -4.0204 2.0228 -0.8442 -0.1 -0.1 0.3
N -1.7266 2.0225 0.1711 -0.8 -0.2 -0.4
H -1.9554 3.0028 0.2684 -0.2 0.2 -0.1
C -0.3238 1.7854 -0.0831 0.6 -0.2 -0.2
C 0.5289 2.6743 0.8016 0.1 -0.1 0.1
F 1.8372 2.5058 0.5586 0.1 -0.2 -0.2
F 0.2756 3.9794 0.6053 -0.3 0.3 -0.2
F 0.3489 2.4481 2.1048 -0.2 -0.2 0.2
H -0.0777 0.7456 0.1595 0.1 0.2 -0.1
H -0.0561 1.9843 -1.1313 0.1 0.0 0.3
H -1.1060 -0.9201 -1.1933 0.1 0.0 0.0
H 3.9633 -2.5379 -0.4584 -0.2 0.0 0.0
H 3.3469 0.0071 0.9050 0.1 0.0 0.1
H 4.7304 -1.0256 1.3378 -0.1 0.1 0.0
```
Forces are in eV/Å.

Calculated values
SMILES	CC(C)CNC(=O)COC(=O)c1cccc(S(=O)(=O)NCC(F)(F)F)c1
multiplicity	1


Number 1: maximum force 0.014 hartree/bohr, total energy -58310.3376 eV. Number 2: maximum force 0.045 hartree/bohr, total energy -33361.1036 eV. Number 3: maximum force 0.018 hartree/bohr, total energy -48069.9634 eV.